1.
Below is a 2-piece molecular cluster, C6H15NO overall, with properties calculated with ωB97M-V with the def2-TZVPD basis set.

Computed properties:
Relative energy (zero: lowest compared OMol25 entry of this formula, charge and spin)   78.28 kcal/mol
HOMO-LUMO gap   9.273 eV
HOMO level   -8.410 eV
Strongest force on any atom   0.08170 Eh/bohr
E_tot   -367.506543 Ha
SMILES string   C/C=C/CCCN.O

Element x y z (Å)
O (-1.5357, -1.8272, -1.8194)
N (3.4025, 0.6411, 0.1318)
C (-1.9423, 0.1230, 0.6274)
C (-2.7914, 1.2956, 0.2039)
C (2.0675, 0.9061, -0.3278)
C (1.3974, -0.6322, -0.3842)
C (0.4960, -0.7204, 0.9001)
C (-0.6418, 0.2690, 0.8053)
H (0.9938, -0.4266, 1.8052)
H (-2.6659, 2.2325, 0.8699)
H (-1.9276, -2.7687, -1.7138)
H (-1.8714, -1.4121, -0.9932)
H (1.4226, 1.4304, 0.4811)
H (2.1380, -1.4795, -0.2218)
H (4.0382, 0.3922, -0.5624)
H (3.5243, -0.0732, 0.8682)
H (-2.3491, -0.9148, 0.7389)
H (0.1318, -1.7787, 1.0382)
H (1.8709, 1.5611, -1.1913)
H (0.8248, -0.7822, -1.3503)
H (-0.3097, 1.4316, 0.8097)
H (-2.3906, 1.4952, -0.7811)
H (-3.8822, 1.0381, 0.0657)

Atoms 1-2, force components in eV/Å:
-1.5 -2.3 1.1
0.7 1.5 1.7

2.
Below is an isolated ion of composition C3H8NS3 and charge +1, with properties calculated with ωB97M-V with the def2-TZVPD basis set.

Computed properties:
Relative energy (zero: lowest compared OMol25 entry of this formula, charge and spin)   69.21 kcal/mol
HOMO-LUMO gap   9.032 eV
HOMO level   -13.690 eV
Strongest force on any atom   0.06114 Eh/bohr
E_tot   -1368.061038 Ha
SMILES string   S[N+]1(S)CCSC1
Net charge   +1

Element x y z (Å)
S (-2.1737, 0.8888, -0.6603)
S (-1.3521, -1.6210, 0.7070)
S (1.7394, -0.8951, -0.6031)
N (-0.7616, -0.1343, 0.0139)
C (1.6281, 0.5791, 0.4948)
C (0.1651, -0.5204, -1.3081)
C (0.1103, 0.6920, 0.9408)
H (0.2305, 0.4124, -2.0297)
H (-0.4134, -1.2922, -1.7429)
H (0.1442, 0.1604, 1.8305)
H (1.7989, 1.5841, 0.1196)
H (-3.1513, 0.2741, 0.0151)
H (-0.0812, 1.7789, 0.8744)
H (2.3900, 0.5160, 1.2343)
H (-0.2733, -2.4227, 0.1136)

Atoms 1-2, force components in eV/Å:
0.9 -0.4 0.2
1.4 -1.8 -0.6

3.
Below is C28H17Cl80NO3S3 as an isolated structure, with properties calculated with ωB97M-V with the def2-TZVPD basis set.

Computed properties:
HOMO-LUMO gap   8.278 eV
HOMO level   -8.379 eV
Strongest force on any atom   0.05439 Eh/bohr
E_tot   -39367.180943 Ha

Element x y z (Å)
Cl (-9.5526, 3.1941, -2.8617)
Cl (-13.5052, -1.6558, -7.1000)
Cl (-11.1388, -3.1742, -7.7447)
Cl (5.4057, 2.3640, -4.4422)
Cl (-2.1273, 3.7011, -9.7275)
Cl (-4.6644, -0.8876, -9.1924)
Cl (-4.6631, -0.7049, -3.6347)
Cl (-3.4692, 0.8777, 2.1011)
Cl (-4.0608, 1.2030, 8.7041)
Cl (9.7363, -5.7346, 5.9123)
Cl (1.3910, -0.8535, 8.7172)
Cl (-5.8428, 2.5857, 6.9066)
Cl (5.2456, -0.2589, -2.7492)
Cl (5.2687, 3.4835, -7.0985)
Cl (14.9478, -2.9931, 11.6623)
Cl (1.8341, -3.4751, 7.5900)
Cl (6.7783, 4.8310, -5.0375)
Cl (-3.8810, 2.6770, -4.1206)
Cl (-10.2022, 1.3836, -12.0400)
Cl (8.3570, 0.8922, -5.5289)
Cl (-2.9879, 2.8979, 6.6265)
Cl (7.6074, -6.8198, 1.9822)
Cl (4.1593, -6.5869, -0.3790)
Cl (-6.9554, -1.9253, -7.7696)
Cl (15.3063, -4.2992, 9.1114)
Cl (5.5754, -2.3113, 3.6270)
Cl (-8.4360, 0.5398, 8.4528)
Cl (16.3497, -5.5134, 11.5154)
Cl (-11.6981, -1.7336, 0.9219)
Cl (-11.1298, 1.4771, -1.1713)
Cl (-12.4045, 2.9987, -3.2689)
Cl (6.1608, -2.1282, -0.7432)
Cl (-9.3587, -0.3102, 11.0537)
Cl (3.5914, -4.1280, 4.6470)
Cl (13.4993, -5.4177, 11.0632)
Cl (8.8308, 2.7942, -7.6488)
Cl (-2.5787, 3.1191, -1.5884)
Cl (9.8249, 0.0943, -7.8850)
Cl (0.7804, -1.3506, 5.9388)
Cl (7.8313, -4.1693, 0.8592)
Cl (4.5014, -4.3671, 1.9130)
Cl (1.7448, -5.2917, -1.2802)
Cl (-6.7677, -1.1506, 10.0942)
Cl (6.8720, -2.5178, -3.5045)
Cl (-5.5357, 0.9641, 4.1101)
Cl (-1.0193, 2.4181, -3.9194)
Cl (-7.0155, 0.9695, -3.8747)
Cl (1.5926, -7.7965, 0.1489)
Cl (-11.9108, -0.9463, -12.0796)
Cl (-10.3561, -0.3343, -9.7258)
Cl (-4.6614, -1.5744, 3.0428)
Cl (3.5285, -1.2592, 6.8202)
Cl (3.8924, 4.7768, -4.9095)
Cl (-3.6276, 2.6148, -7.5106)
Cl (10.4999, -7.9476, 7.6075)
Cl (11.8950, -5.4279, 7.8147)
Cl (-5.6688, 0.4867, -6.8567)
Cl (-0.7549, 2.8714, -7.3232)
Cl (-2.2510, 5.0270, -3.7315)
Cl (-7.2042, -1.6186, -2.6139)
Cl (9.1718, -5.6503, 8.7497)
Cl (6.9867, 0.6042, -8.0524)
Cl (-7.2081, 1.6061, 10.8359)
Cl (-2.4203, 5.2331, -7.3016)
Cl (-9.0400, -1.2594, -12.1218)
Cl (-7.1917, 0.5072, -9.3045)
Cl (8.8842, -4.7149, 3.4921)
Cl (-9.8561, -3.0585, 2.7049)
Cl (2.6327, -7.7326, -2.5449)
Cl (-8.8449, -1.3641, 0.5999)
Cl (-4.3566, 4.0704, 8.8862)
Cl (-6.2091, 0.2240, 1.4016)
Cl (-10.2057, -0.1970, 2.8609)
Cl (-5.8013, 0.5314, -1.2894)
Cl (2.8392, -2.1401, 2.6979)
Cl (-10.6971, 0.7670, -3.9361)
Cl (10.1876, -5.8141, 1.1592)
Cl (8.0489, -0.3308, -2.0287)
Cl (-13.5626, -3.5742, -9.2579)
Cl (-13.4033, -4.4841, -6.5208)
S (-0.0215, 1.1861, 2.6154)
S (2.2395, 4.5332, -0.2357)
S (4.1995, 2.5994, -1.3220)
O (0.4545, 0.1206, 1.7292)
O (-1.0257, 0.4041, 3.6532)
O (-0.9822, 2.2217, 1.7203)
N (4.3562, 3.3823, 1.1764)
C (8.4998, 1.0972, -7.2783)
C (-10.9465, 2.1088, -2.8106)
C (-6.1697, -0.2053, -2.8550)
C (-12.9034, -3.2233, -7.6553)
C (-10.1520, -1.5877, 1.7701)
C (5.7824, 1.3683, 1.2823)
C (-4.3101, 2.6902, 7.7818)
C (1.0905, 3.4917, -1.1975)
C (1.8844, -1.7351, 7.2662)
C (10.3262, -6.1896, 7.5211)
C (2.5309, -6.8526, -1.0150)
C (-2.2323, 3.6046, -7.9646)
C (3.7317, 4.1614, 2.2457)
C (3.9472, 5.6775, 2.0797)
C (15.0257, -4.5562, 10.8395)
C (5.3358, 3.8640, -5.3724)
C (3.6755, 3.4869, -0.0244)
C (4.1256, -3.2376, 3.2182)
C (-7.9431, 0.1709, 10.1097)
C (8.6287, -5.3795, 1.8700)
C (-10.3777, -0.2892, -11.4919)
C (6.5877, -1.3015, -2.2531)
C (-0.0785, 3.1482, 1.0818)
C (0.3240, 2.5385, -0.2476)
C (-6.1182, -0.4541, -8.2839)
C (-4.9684, 0.1270, 2.6609)
C (-2.4316, 3.3130, -3.3419)
C (4.3938, 1.9592, 1.5593)
H (-0.5980, 2.2373, -0.7232)
H (4.7369, 5.8797, 1.3759)
H (6.0764, 0.6813, 2.0418)
H (3.6355, 1.3826, 1.0540)
H (0.7452, 3.2725, 1.7676)
H (2.6917, 3.9133, 2.4249)
H (4.1937, 1.8290, 2.6125)
H (0.4106, 4.1458, -1.7186)
H (6.4553, 2.2050, 1.1960)
H (1.6488, 2.8692, -1.8722)
H (0.9490, 1.6695, -0.1331)
H (3.0149, 6.0801, 1.7215)
H (5.7519, 0.8797, 0.3278)
H (4.2558, 3.8966, 3.1502)
H (-1.0819, -0.4864, 3.3234)
H (-0.5727, 4.0891, 0.9187)
H (4.2104, 6.1241, 3.0219)

Atoms 1-2, force components in eV/Å:
-0.1 0.0 0.0
0.0 0.0 0.0